# 1
Below is C10H18Cl2F3IrO7S as an isolated structure, with properties calculated with ωB97M-V/def2-TZVPD.

CARTESIAN COORDINATES (ANGSTROEM)
1 Ir 0.15 -0.81 0.01
2 C 0.56 1.43 2.24
3 C 1.19 2.12 1.05
4 O 1.44 1.08 0.07
5 C 0.91 2.14 -1.97
6 C -0.04 1.12 -2.53
7 O -0.84 0.59 -1.45
8 C -2.16 0.12 -1.77
9 C -2.89 -0.01 -0.46
10 O -2.12 -0.90 0.38
11 C -2.39 -0.79 1.79
12 C -1.73 0.44 2.39
13 O -0.49 0.60 1.70
14 H 0.15 2.18 2.91
15 H 1.27 0.80 2.78
16 H 2.14 2.59 1.31
17 H 0.51 2.85 0.62
18 H 1.48 2.59 -2.79
19 H 0.37 2.93 -1.45
20 H 0.47 0.30 -3.04
21 H -0.71 1.61 -3.24
22 H -2.10 -0.84 -2.30
23 H -2.67 0.85 -2.41
24 H -3.88 -0.43 -0.60
25 H -2.96 0.97 0.02
26 H -1.97 -1.70 2.22
27 H -3.46 -0.79 1.96
28 H -1.57 0.29 3.46
29 H -2.32 1.35 2.25
30 Cl 3.58 -3.18 1.19
31 C 1.98 -3.82 0.96
32 Cl 0.69 -2.67 1.55
33 H 1.84 -4.70 1.57
34 H 1.78 -4.00 -0.09
35 F 3.90 0.37 2.02
36 C 4.53 0.19 0.87
37 F 4.74 1.34 0.27
38 F 5.64 -0.49 1.02
39 S 3.16 -1.27 -2.21
40 O 2.86 -0.44 -3.32
41 O 1.96 1.61 -1.15
42 O 2.06 -1.57 -1.30

Values from the calculation:
HOMO-LUMO gap (alpha / beta): 7.73 / 8.33 eV
energy relative to the best compared isomer or geometry (same formula, charge and spin): 0.4 kcal per mole
spin multiplicity: 5
<S²>: 6.0073
E_LUMO (alpha / beta): -7.5 / -8.1 eV
total charge: +2

---

# 2
Below is a 5-piece molecular cluster, C21H52N2O6Si overall, with properties calculated with ωB97M-V/def2-TZVPD.

CARTESIAN COORDINATES (ANGSTROEM)
1 C -1.66 3.07 0.66
2 Si -2.64 1.66 -0.09
3 C -4.37 1.72 0.62
4 C -2.74 1.93 -1.94
5 O -1.91 0.17 0.14
6 C -2.15 -0.55 1.36
7 C -0.86 -0.89 2.09
8 C -0.21 0.36 2.65
9 C 1.29 0.35 3.02
10 C 1.42 1.71 3.72
11 N 2.51 1.78 4.68
12 N 0.11 1.86 4.39
13 C -0.75 0.87 3.97
14 O -1.70 0.45 4.59
15 H -1.95 3.31 1.69
16 H -1.85 3.96 0.05
17 H -0.58 2.89 0.64
18 H -4.80 2.70 0.39
19 H -4.35 1.64 1.71
20 H -5.02 0.92 0.24
21 H -2.10 1.23 -2.49
22 H -2.41 2.94 -2.19
23 H -3.78 1.81 -2.26
24 H -2.78 0.02 2.05
25 H -2.70 -1.47 1.11
26 H -1.14 -1.54 2.93
27 H -0.16 -1.43 1.44
28 H -0.30 1.17 1.91
29 H 1.48 -0.46 3.74
30 H 1.94 0.24 2.14
31 H 1.50 2.48 2.94
32 H 2.33 2.57 5.31
33 H 3.35 2.05 4.17
34 H 0.12 2.01 5.39
35 C -0.90 -5.24 0.50
36 C 0.53 -4.76 0.70
37 C 1.55 -5.80 0.25
38 O 0.76 -4.39 2.06
39 H -1.09 -6.14 1.09
40 H -1.61 -4.47 0.82
41 H -1.08 -5.47 -0.55
42 H 0.68 -3.84 0.14
43 H 1.43 -6.71 0.83
44 H 2.56 -5.43 0.39
45 H 1.41 -6.04 -0.81
46 H 0.64 -5.18 2.61
47 C -2.40 2.97 -6.01
48 C -1.30 3.87 -5.48
49 C -0.18 4.05 -6.49
50 O -0.79 3.36 -4.25
51 H -2.00 1.97 -6.23
52 H -3.19 2.85 -5.27
53 H -2.84 3.37 -6.93
54 H -1.72 4.84 -5.22
55 H 0.28 3.09 -6.73
56 H 0.60 4.71 -6.09
57 H -0.56 4.49 -7.42
58 H -0.41 2.49 -4.41
59 C -3.14 -1.64 -3.82
60 C -2.06 -2.66 -3.50
61 C -2.56 -3.77 -2.59
62 O -0.93 -2.01 -2.91
63 H -3.49 -1.17 -2.89
64 H -2.75 -0.86 -4.47
65 H -4.00 -2.11 -4.31
66 H -1.68 -3.09 -4.43
67 H -2.88 -3.35 -1.63
68 H -1.75 -4.47 -2.40
69 H -3.40 -4.31 -3.03
70 H -1.24 -1.59 -2.09
71 C 6.12 0.52 4.57
72 C 5.86 0.91 3.12
73 C 7.09 0.74 2.25
74 O 5.36 2.25 3.04
75 H 6.90 1.16 4.99
76 H 5.22 0.64 5.17
77 H 6.46 -0.51 4.64
78 H 5.04 0.29 2.73
79 H 7.89 1.38 2.61
80 H 6.86 1.01 1.22
81 H 7.44 -0.29 2.27
82 H 6.04 2.84 3.38

Values from the calculation:
HOMO-LUMO gap: 9.98 eV
SMILES: C[Si](C)(C)OCC[C@@H]1C[C@H](N)NC1=O.CC(C)O.CC(C)O.CC(C)O.CC(C)O
E_LUMO: 0.7 eV

---

# 3
Below is a 11-piece molecular cluster, C38H82O14 overall, with properties calculated with ωB97M-V/def2-TZVPD.

CARTESIAN COORDINATES (ANGSTROEM)
1 C 2.71 -3.56 -1.46
2 C 3.55 -2.65 -0.54
3 O 3.26 -2.95 0.82
4 O 2.91 -3.35 -2.82
5 H 1.66 -3.39 -1.24
6 H 2.92 -4.60 -1.23
7 H 3.24 -1.59 -0.75
8 H 4.62 -2.67 -0.79
9 H 3.61 -2.23 1.36
10 H 2.13 -3.72 -3.27
11 C -0.36 0.19 6.32
12 C -0.39 -0.26 4.89
13 O -1.70 -0.55 4.48
14 O -0.88 -0.84 7.14
15 H -0.96 1.07 6.55
16 H 0.68 0.40 6.53
17 H 0.23 -1.14 4.71
18 H -0.04 0.61 4.29
19 H -2.16 -1.01 5.19
20 H -0.30 -1.60 6.99
21 C -2.18 4.40 3.55
22 C -1.60 3.00 3.75
23 O -2.61 2.02 3.53
24 O -3.26 4.71 4.48
25 H -2.63 4.49 2.56
26 H -1.30 5.04 3.71
27 H -1.21 2.88 4.80
28 H -0.77 2.93 3.02
29 H -2.33 1.18 3.93
30 H -3.47 3.97 5.07
31 C 3.62 1.04 3.84
32 C 4.17 1.65 2.50
33 C 4.48 0.42 1.69
34 O 4.06 -0.77 2.46
35 C 4.15 -0.39 3.79
36 H 2.54 0.96 3.88
37 H 4.00 1.61 4.68
38 H 5.05 2.29 2.74
39 H 3.38 2.28 2.11
40 H 5.55 0.30 1.51
41 H 4.01 0.34 0.72
42 H 5.21 -0.34 4.13
43 H 3.64 -1.08 4.40
44 C -2.33 3.52 -3.40
45 C -1.99 2.17 -2.78
46 C -1.70 1.36 -4.07
47 O -2.43 1.96 -5.10
48 C -3.18 3.09 -4.58
49 H -1.49 4.05 -3.84
50 H -2.90 4.16 -2.72
51 H -2.87 1.78 -2.26
52 H -1.09 2.15 -2.13
53 H -2.00 0.31 -4.05
54 H -0.60 1.38 -4.23
55 H -4.15 2.67 -4.31
56 H -3.32 3.84 -5.37
57 C -1.53 -2.93 -4.55
58 C -1.49 -4.45 -4.87
59 C -0.44 -4.88 -3.86
60 O 0.55 -3.88 -3.97
61 C -0.10 -2.63 -4.27
62 H -2.11 -2.76 -3.64
63 H -1.94 -2.37 -5.41
64 H -1.05 -4.57 -5.83
65 H -2.46 -4.94 -4.90
66 H -0.03 -5.85 -4.09
67 H -0.90 -4.91 -2.85
68 H 0.51 -2.23 -5.10
69 H 0.03 -1.94 -3.44
70 C -3.96 -4.08 -1.39
71 C -2.68 -3.52 -0.76
72 C -3.25 -2.82 0.46
73 O -4.32 -3.69 0.92
74 C -4.97 -4.08 -0.28
75 H -3.82 -5.06 -1.88
76 H -4.41 -3.44 -2.17
77 H -2.06 -2.87 -1.37
78 H -2.02 -4.38 -0.52
79 H -3.57 -1.78 0.15
80 H -2.52 -2.68 1.27
81 H -5.78 -3.39 -0.48
82 H -5.42 -5.05 -0.08
83 C -0.58 -4.22 3.16
84 C 0.38 -3.89 2.05
85 C 0.96 -5.23 1.73
86 O -0.21 -6.05 1.74
87 C -1.15 -5.53 2.68
88 H -1.34 -3.47 3.30
89 H -0.09 -4.40 4.15
90 H 1.12 -3.14 2.30
91 H -0.20 -3.50 1.21
92 H 1.68 -5.64 2.46
93 H 1.37 -5.46 0.74
94 H -1.38 -6.33 3.44
95 H -2.10 -5.37 2.18
96 C -1.16 4.89 -0.13
97 C 0.07 5.53 -0.80
98 C 0.00 6.95 -0.34
99 O -1.35 7.25 -0.46
100 C -2.07 6.09 0.02
101 H -0.90 4.38 0.82
102 H -1.64 4.14 -0.76
103 H 0.03 5.59 -1.87
104 H 1.00 5.07 -0.43
105 H 0.57 7.61 -0.98
106 H 0.27 7.09 0.74
107 H -3.00 5.97 -0.55
108 H -2.42 6.27 1.04
109 C 0.91 0.53 1.14
110 C -0.30 -0.26 0.68
111 C 0.07 -0.44 -0.80
112 O 0.85 0.72 -1.18
113 C 1.15 1.45 -0.01
114 H 1.79 -0.12 1.34
115 H 0.66 1.06 2.05
116 H -1.21 0.29 0.77
117 H -0.40 -1.21 1.21
118 H -0.66 -0.51 -1.59
119 H 0.78 -1.23 -0.90
120 H 0.53 2.36 0.03
121 H 2.20 1.77 -0.14
122 C 3.29 1.70 -3.58
123 C 2.49 2.83 -4.23
124 C 2.05 3.59 -3.01
125 O 3.06 3.40 -1.97
126 C 3.98 2.37 -2.43
127 H 3.92 1.22 -4.34
128 H 2.60 0.99 -3.13
129 H 1.69 2.47 -4.85
130 H 3.15 3.46 -4.79
131 H 1.10 3.22 -2.57
132 H 1.95 4.68 -3.14
133 H 4.21 1.75 -1.57
134 H 4.90 2.89 -2.69

Values from the calculation:
HOMO-LUMO gap: 9.42 eV
SMILES: C1CCOC1.C1CCOC1.C1CCOC1.C1CCOC1.C1CCOC1.C1CCOC1.C1CCOC1.C1CCOC1.OCCO.OCCO.OCCO
E_LUMO: 0.2 eV

---

# 4
Below is C3H17FeN4O6 as an isolated structure, with properties calculated with ωB97M-V/def2-TZVPD.

CARTESIAN COORDINATES (ANGSTROEM)
1 Fe -0.27 0.22 0.46
2 C -3.04 -1.24 2.03
3 O -1.80 -0.85 1.53
4 H -3.53 -1.80 1.24
5 H -2.91 -1.94 2.86
6 H -3.67 -0.53 2.57
7 C 2.62 1.63 -0.38
8 O 1.57 0.99 -0.47
9 N 2.72 2.74 0.15
10 N 3.75 1.31 -0.98
11 H 1.89 3.16 0.55
12 H 3.59 3.25 0.17
13 H 3.68 0.45 -1.49
14 H 4.41 2.06 -1.17
15 C -0.86 -1.96 -1.72
16 O -0.21 -1.15 -1.11
17 N -2.09 -2.23 -1.19
18 N -0.47 -2.79 -2.61
19 H -2.46 -1.81 -0.35
20 H -2.77 -2.75 -1.73
21 H 0.24 -2.51 -3.28
22 H -1.14 -3.41 -3.04
23 O -1.06 1.62 -0.93
24 H -1.40 2.41 -0.52
25 H -0.74 1.90 -1.79
26 O -0.20 1.74 1.84
27 H 0.24 2.57 2.06
28 H -0.86 1.64 2.53
29 O 1.30 -0.75 1.38
30 H 1.27 -1.52 1.95
31 H 2.21 -0.44 1.44

Values from the calculation:
HOMO-LUMO gap (alpha / beta): 7.36 / 7.11 eV
energy relative to the best compared isomer or geometry (same formula, charge and spin): 39.8 kcal per mole
spin multiplicity: 5
<S²>: 6.0060
E_LUMO (alpha / beta): -2.9 / -3.0 eV
total charge: +1

---

# 5
Below is C4H13N3O as an isolated structure, with properties calculated with ωB97M-V/def2-TZVPD.

CARTESIAN COORDINATES (ANGSTROEM)
1 C -1.02 0.47 -0.22
2 C -1.99 -0.67 0.06
3 C -0.94 1.44 0.96
4 H -1.41 1.02 -1.09
5 H 0.25 0.35 -1.01
6 H -2.99 -0.31 0.32
7 H -1.67 -1.26 0.93
8 H -2.11 -1.34 -0.79
9 H -0.44 0.96 1.81
10 H -0.36 2.33 0.71
11 H -1.93 1.78 1.29
12 N 1.51 0.02 -1.02
13 C 1.15 -0.80 0.22
14 N 2.32 1.16 -0.78
15 N 0.79 -2.09 -0.15
16 O 1.56 -0.47 1.30
17 H 1.86 -0.53 -1.81
18 H 1.69 1.89 -0.44
19 H 2.93 0.95 0.01
20 H 0.60 -2.68 0.65
21 H 0.19 -2.21 -0.94

Values from the calculation:
HOMO-LUMO gap: 8.15 eV
energy relative to the best compared isomer or geometry (same formula, charge and spin): 94.7 kcal per mole
E_LUMO: 0.7 eV

---

# 6
Below is C30H48AuP2Te as an isolated structure, with properties calculated with ωB97M-V/def2-TZVPD.

CARTESIAN COORDINATES (ANGSTROEM)
1 Au 3.17 -2.60 -3.27
2 C 0.45 2.29 -0.08
3 C -0.29 1.93 -1.26
4 C -1.66 1.69 0.58
5 C -0.40 2.17 1.04
6 C -1.59 1.53 -0.83
7 C 1.83 2.78 -0.02
8 H 2.36 2.70 -0.98
9 H 2.38 2.21 0.75
10 H 1.86 3.83 0.31
11 C -0.09 2.50 2.44
12 H 0.88 3.00 2.49
13 H -0.03 1.60 3.09
14 H -0.87 3.15 2.87
15 C -2.81 1.44 1.47
16 H -3.06 2.35 2.05
17 H -2.61 0.64 2.21
18 H -3.70 1.16 0.89
19 C -2.69 1.08 -1.70
20 H -3.24 1.95 -2.10
21 H -3.39 0.47 -1.12
22 H -2.31 0.51 -2.56
23 C 0.21 1.94 -2.65
24 H 0.02 2.91 -3.13
25 H -0.30 1.18 -3.28
26 H 1.30 1.77 -2.70
27 C 4.74 -3.94 -2.59
28 C 5.28 -2.73 -3.15
29 C 5.95 -2.74 -4.49
30 C 5.04 -3.45 -5.53
31 C 3.56 -3.37 -5.18
32 C 2.68 -4.30 -4.51
33 C 3.20 -5.55 -3.84
34 C 4.62 -5.27 -3.31
35 H 6.93 -3.22 -4.49
36 H 5.40 -4.46 -5.77
37 H 6.11 -1.69 -4.78
38 H 5.33 -5.37 -4.13
39 H 4.72 -4.00 -1.50
40 H 5.59 -1.95 -2.48
41 H 4.87 -6.05 -2.58
42 H 2.55 -5.75 -2.96
43 H 1.61 -4.27 -4.80
44 H 3.18 -6.46 -4.47
45 H 5.17 -2.83 -6.44
46 H 3.10 -2.60 -5.81
47 P 2.42 -1.49 1.05
48 P -0.46 -2.25 -1.02
49 C 1.97 -3.16 0.43
50 C 0.61 -3.56 -0.21
51 H 2.02 -3.74 1.38
52 H 2.80 -3.43 -0.22
53 H 0.82 -4.34 -0.97
54 H -0.02 -4.06 0.55
55 C -2.01 -2.46 -0.06
56 H -2.54 -1.51 -0.10
57 H -1.77 -2.69 0.98
58 H -2.65 -3.25 -0.47
59 C -0.84 -3.32 -2.51
60 H -0.82 -4.38 -2.25
61 H -0.08 -3.11 -3.27
62 H -1.83 -3.05 -2.87
63 C 3.86 -1.79 2.12
64 H 4.51 -0.90 2.15
65 H 4.42 -2.66 1.71
66 H 3.50 -2.03 3.14
67 C 3.00 -0.43 -0.34
68 H 2.93 0.63 -0.06
69 H 2.37 -0.60 -1.23
70 H 4.06 -0.69 -0.55
71 Te 0.32 -0.87 2.08
72 C -1.08 -1.07 3.71
73 C -0.82 -0.22 4.78
74 C -1.90 0.18 5.58
75 C -3.18 -0.30 5.30
76 C -3.40 -1.23 4.27
77 C -2.34 -1.66 3.48
78 H 0.19 0.16 4.95
79 H -1.73 0.87 6.40
80 H -4.04 0.04 5.90
81 H -4.41 -1.63 4.08
82 H -2.47 -2.40 2.69

Values from the calculation:
HOMO-LUMO gap (alpha / beta): 3.58 / 4.11 eV
energy relative to the best compared isomer or geometry (same formula, charge and spin): 1.8 kcal per mole
spin multiplicity: 3
<S²>: 2.0254
E_LUMO (alpha / beta): -4.4 / -4.5 eV
total charge: +1